Below is a gas-phase ion, C8H14N3O3S (charge -1) at a distorted geometry, with properties calculated with ωB97M-V/def2-TZVPD.

Summary:
Net charge: -1
Energy above the lowest of the compared OMol25 structures with the same formula, charge and spin, eV: 0.0000
HOMO energy, eV: -4.32
SMILES: CNC(=O)[C@H](C[S-])NC(=O)CNC(C)=O

Last column: Löwdin charge in e.
Cartesian coordinates (Å):
C 2.181 4.490 -0.720  -0.073
N 1.401 3.272 -0.524  -0.005
C 0.780 2.513 -1.450  -0.484
O 0.844 2.776 -2.644  0.028
C 0.005 1.332 -0.865  -0.258
C -0.911 1.765 0.334  -0.541
S 0.003 1.792 1.918  0.469
N 0.875 0.275 -0.292  0.058
C 0.567 -1.050 -0.339  -0.467
O -0.041 -1.570 -1.267  0.032
C 0.901 -1.862 0.927  -0.061
N 0.681 -1.055 2.140  0.015
C 1.178 -1.319 3.341  -0.612
C 0.850 -0.351 4.423  -0.040
O 1.906 -2.267 3.574  0.009
H 3.004 4.368 -1.402  0.064
H 1.530 5.266 -1.207  0.091
H 2.553 4.822 0.255  0.080
H 1.216 2.901 0.420  0.003
H -0.679 0.946 -1.644  0.147
H -1.391 2.689 0.164  0.035
H -1.698 0.990 0.414  0.065
H 1.312 0.628 0.550  0.046
H 1.941 -2.218 0.861  0.127
H 0.276 -2.731 0.969  0.111
H 0.165 -0.179 2.056  -0.049
H 1.531 0.491 4.319  0.075
H -0.157 0.097 4.280  0.062
H 0.962 -0.873 5.363  0.072

---

Below is 2 unconnected molecules or ions with the total composition C8H14N4 at a distorted geometry, with properties calculated with ωB97M-V/def2-TZVPD.

Summary:
Net charge: 0
Energy above the lowest of the compared OMol25 structures with the same formula, charge and spin, eV: 3.6064
HOMO energy, eV: -8.85
SMILES: Nc1nc[nH]n1.C=CC1CCC1

Last column: Löwdin charge in e.
Cartesian coordinates (Å):
N -2.748 0.145 1.952  0.111
C -2.372 -0.036 0.589  -0.493
N -3.022 -0.931 -0.196  0.104
C -2.500 -0.763 -1.389  -0.177
N -1.622 0.236 -1.289  -0.004
N -1.451 0.649 -0.004  0.112
H -3.484 -0.470 2.245  0.070
H -1.956 0.206 2.573  0.074
H -2.707 -1.339 -2.259  0.113
H -1.106 0.673 -2.036  0.142
C 1.169 2.399 -0.451  -0.022
C 1.733 1.472 0.338  -0.153
C 2.338 0.237 -0.261  -0.346
C 1.504 -1.046 -0.021  -0.169
C 2.858 -1.779 0.051  -0.196
C 3.495 -0.464 0.494  -0.161
H 1.133 2.274 -1.546  0.055
H 0.685 3.328 -0.148  0.050
H 1.753 1.598 1.388  0.089
H 2.607 0.352 -1.283  0.125
H 0.997 -0.980 0.928  0.096
H 0.740 -1.222 -0.816  0.102
H 2.869 -2.660 0.785  0.124
H 3.111 -1.972 -0.987  0.102
H 4.573 -0.332 0.179  0.114
H 3.335 -0.272 1.636  0.140

---

Below is a gas-phase ion, C8H14N5 (charge +1) at a distorted geometry, with properties calculated with ωB97M-V/def2-TZVPD.

Summary:
Net charge: +1
Energy above the lowest of the compared OMol25 structures with the same formula, charge and spin, eV: 0.1361
HOMO energy, eV: -11.90
SMILES: Cc1cc/c(=N\C(N)=[NH2+])n(N)c1C

Last column: Löwdin charge in e.
Cartesian coordinates (Å):
C 1.124 -1.081 -3.238  -0.028
C 0.556 -0.653 -1.937  -0.215
C -0.573 -1.276 -1.467  0.025
C -1.020 -0.956 -0.170  0.010
C -0.483 0.051 0.550  -0.237
N -0.920 0.672 1.669  0.119
C -1.916 0.307 2.489  -0.421
N -2.456 1.221 3.279  0.173
N -2.483 -0.970 2.632  0.189
N 0.704 0.635 0.048  -0.022
N 1.375 1.495 0.897  0.107
C 1.185 0.300 -1.145  -0.175
C 2.506 0.926 -1.576  -0.004
H 1.132 -0.230 -3.837  0.067
H 0.516 -1.855 -3.735  0.105
H 2.125 -1.442 -3.210  0.087
H -1.091 -2.093 -1.932  0.127
H -1.774 -1.598 0.256  0.107
H -2.721 0.941 4.211  0.126
H -2.502 2.159 2.935  0.123
H -2.014 -1.790 2.442  0.073
H -3.191 -1.096 3.319  0.102
H 0.936 1.463 1.851  0.118
H 2.412 1.510 0.882  0.125
H 2.570 1.855 -1.009  0.062
H 2.464 1.187 -2.681  0.106
H 3.541 0.317 -1.525  0.155

---

Below is a molecular structure, C8H14NO at a distorted geometry, with properties calculated with ωB97M-V/def2-TZVPD.

Summary:
Net charge: +1
Energy above the lowest of the compared OMol25 structures with the same formula, charge and spin, eV: 3.8877
HOMO energy, eV: -13.13

Last column: Löwdin charge in e.
Cartesian coordinates (Å):
C -0.993 -0.162 -0.246  -0.160
C -0.054 -1.114 -0.042  -0.205
C -0.530 1.279 -0.611  -0.114
C 2.544 -0.696 -0.838  -0.047
C 1.238 -0.544 -0.133  -0.189
C -2.471 -0.318 -0.049  -0.026
C -0.176 -2.514 0.401  0.014
C 1.118 2.077 0.968  -0.014
N 0.868 1.389 -0.305  -0.043
O 2.376 -0.754 0.521  0.111
H -0.858 1.314 -1.610  0.131
H -1.090 2.087 -0.067  0.147
H 2.829 -1.667 -1.429  0.170
H 3.066 0.163 -1.264  0.117
H -2.939 -0.799 0.760  0.072
H -2.887 -0.944 -0.887  0.115
H -2.983 0.675 -0.244  0.106
H -1.195 -2.724 0.352  0.062
H 0.193 -2.552 1.504  0.144
H 0.560 -3.189 -0.131  0.122
H 2.249 2.332 1.116  0.148
H 0.494 2.980 0.921  0.101
H 0.831 1.638 1.857  0.076
H 1.420 1.647 -1.120  0.161

---

Below is a single C8H14NO3P molecule at a distorted geometry, with properties calculated with ωB97M-V/def2-TZVPD.

Summary:
Net charge: 0
Energy above the lowest of the compared OMol25 structures with the same formula, charge and spin, eV: 1.1087
HOMO energy, eV: -8.02
SMILES: CCCN[C@@H](c1ccco1)P(O)O

Last column: Löwdin charge in e.
Cartesian coordinates (Å):
C 1.274 -1.887 2.373  -0.103
C -0.137 -2.300 1.852  -0.237
C -0.827 -1.070 1.273  -0.267
N -0.190 -0.803 -0.015  -0.059
C -0.755 0.392 -0.779  -0.315
C 0.334 1.431 -0.891  -0.272
C 1.674 1.269 -0.703  -0.086
C 2.267 2.507 -0.728  -0.101
C 1.297 3.440 -1.101  -0.090
O 0.074 2.777 -1.177  -0.017
P -1.425 -0.291 -2.560  0.863
O -2.402 -1.297 -1.951  -0.281
O -2.419 1.071 -2.858  -0.322
H 1.444 -1.972 3.460  0.063
H 2.003 -2.598 1.962  0.066
H 1.435 -0.789 2.134  0.081
H -0.718 -2.929 2.554  0.112
H 0.061 -2.929 1.018  0.077
H -1.960 -1.182 1.181  0.126
H -0.606 -0.305 1.957  0.090
H -0.497 -1.592 -0.545  0.056
H -1.653 0.870 -0.332  0.120
H 2.117 0.281 -0.385  0.131
H 3.415 2.748 -0.688  0.142
H 1.282 4.504 -1.308  0.112
H -3.035 -1.242 -1.256  0.071
H -2.053 1.897 -2.489  0.038

---

Below is a single C8H14O4 molecule at a distorted geometry, with properties calculated with ωB97M-V/def2-TZVPD.

Summary:
Net charge: 0
Energy above the lowest of the compared OMol25 structures with the same formula, charge and spin, eV: 4.1748
HOMO energy, eV: -9.58
SMILES: O=C1[C@@H](CO)CC[C@@H]1OCCO

Last column: Löwdin charge in e.
Cartesian coordinates (Å):
O 0.261 1.166 -1.669  0.026
C 0.401 0.117 -0.879  -0.173
C -0.330 -1.213 -1.190  -0.194
C 0.251 -1.870 -2.406  -0.239
O 1.416 -2.596 -2.064  -0.072
C -0.078 -1.962 0.155  -0.116
C 1.002 -1.205 0.991  -0.107
C 0.913 0.212 0.526  -0.290
O -0.163 0.878 1.205  -0.095
C -0.020 2.324 1.322  -0.158
C -1.364 2.902 1.734  -0.266
O -2.223 2.625 0.703  -0.063
H -1.425 -1.226 -1.261  0.156
H 0.659 -1.089 -3.117  0.136
H -0.539 -2.494 -2.920  0.140
H 1.258 -3.438 -2.562  0.114
H -0.892 -1.717 0.772  0.092
H 0.160 -3.005 0.193  0.109
H 1.988 -1.491 0.628  0.121
H 0.964 -1.330 2.069  0.127
H 1.853 0.705 0.591  0.151
H 0.738 2.576 2.089  0.130
H 0.289 2.779 0.375  0.128
H -1.937 2.516 2.627  0.136
H -1.264 4.021 1.799  0.134
H -1.920 1.817 0.289  0.072

---

Below is a single C8H14OS molecule at a distorted geometry, with properties calculated with ωB97M-V/def2-TZVPD.

Summary:
Net charge: 0
Energy above the lowest of the compared OMol25 structures with the same formula, charge and spin, eV: 0.9101
HOMO energy, eV: -8.57
SMILES: CC(C)C(=S)C(C)(C)C=O

Last column: Löwdin charge in e.
Cartesian coordinates (Å):
C -2.620 0.038 -0.523  -0.087
C -1.344 0.304 0.282  -0.478
C -1.631 0.202 1.787  -0.057
C -0.302 -0.698 -0.057  -0.599
S -0.514 -2.276 -0.160  0.846
C 1.375 -0.064 -0.336  -0.459
C 2.244 -1.246 -0.697  -0.107
C 1.307 0.997 -1.413  -0.051
C 1.640 0.457 1.032  -0.266
O 2.081 -0.182 1.954  0.070
H -2.960 -0.980 -0.356  0.056
H -2.433 0.171 -1.586  0.080
H -3.403 0.725 -0.215  0.080
H -0.989 1.314 0.062  0.120
H -0.715 0.287 2.362  0.071
H -2.301 1.003 2.088  0.084
H -2.091 -0.753 2.016  0.081
H 1.843 -1.774 -1.560  0.067
H 3.249 -0.901 -0.930  0.091
H 2.303 -1.933 0.143  0.069
H 0.888 0.588 -2.328  0.093
H 0.713 1.855 -1.106  0.072
H 2.315 1.349 -1.631  0.090
H 1.346 1.519 1.170  0.136

---

Below is 2 unconnected molecules or ions with the total composition C8H14OS2 at a distorted geometry, with properties calculated with ωB97M-V/def2-TZVPD.

Summary:
Net charge: 0
Energy above the lowest of the compared OMol25 structures with the same formula, charge and spin, eV: 1.4833
HOMO energy, eV: -8.06
SMILES: CC(C)=C(S)S.CC(C)=C=O

Last column: Löwdin charge in e.
Cartesian coordinates (Å):
C -1.609 -1.272 1.212  -0.090
C -0.829 -1.413 -0.045  -0.442
C -1.674 -1.307 -1.321  -0.077
C 0.523 -1.417 0.010  -0.932
S 1.389 -1.787 1.559  0.767
S 1.668 -1.409 -1.350  0.726
H -1.231 -0.585 1.906  0.054
H -1.597 -2.195 1.607  0.034
H -2.617 -1.009 0.933  0.085
H -2.308 -2.185 -1.209  0.071
H -1.050 -1.508 -2.206  0.051
H -2.289 -0.253 -1.526  0.142
H 0.475 -2.557 1.997  -0.177
H 2.983 -1.706 -0.823  -0.047
C 0.302 2.283 1.120  -0.056
C 1.016 1.632 -0.035  -0.404
C 0.291 1.797 -1.297  -0.069
C 2.260 1.279 0.004  -0.215
O 3.380 0.896 -0.102  0.104
H -0.538 1.747 1.603  0.074
H -0.101 3.227 0.791  0.071
H 1.038 2.470 1.961  0.103
H 0.718 0.909 -1.990  0.090
H 0.540 2.731 -1.732  0.072
H -0.741 1.632 -1.064  0.064

---

Below is a single C8H14OSi molecule at a distorted geometry, with properties calculated with ωB97M-V/def2-TZVPD.

Summary:
Net charge: 0
Energy above the lowest of the compared OMol25 structures with the same formula, charge and spin, eV: 0.2731
HOMO energy, eV: -8.00
SMILES: C=C=C=C(C)O[Si](C)(C)C

Last column: Löwdin charge in e.
Cartesian coordinates (Å):
C -4.343 -0.776 0.293  -0.015
C -3.179 -0.261 -0.081  -0.114
C -2.015 0.182 -0.393  0.005
C -0.946 0.958 -0.534  -0.333
C -1.163 2.508 -0.616  -0.002
O 0.318 0.480 -0.774  -0.159
Si 1.481 -0.500 0.027  0.541
C 2.609 -0.980 -1.425  -0.127
C 0.603 -1.945 0.953  -0.169
C 2.397 0.703 1.167  -0.148
H -5.151 -0.015 0.319  0.064
H -4.387 -1.795 0.603  0.039
H -0.422 2.891 -1.303  0.071
H -1.011 3.002 0.327  0.069
H -2.174 2.670 -0.972  0.076
H 3.032 -1.846 -1.129  -0.019
H 1.973 -1.143 -2.303  0.049
H 3.261 -0.289 -1.811  0.003
H 1.391 -2.641 1.390  0.042
H 0.110 -1.515 1.850  0.029
H -0.178 -2.556 0.460  0.031
H 1.735 1.324 1.825  0.058
H 3.194 0.234 1.670  0.008
H 2.866 1.310 0.458  0.000

---

Below is a single C8H15BrO2 molecule at a distorted geometry, with properties calculated with ωB97M-V/def2-TZVPD.

Summary:
Net charge: 0
Energy above the lowest of the compared OMol25 structures with the same formula, charge and spin, eV: 0.0000
HOMO energy, eV: -9.57
SMILES: CC1(C)OCC(CCBr)CO1

Last column: Löwdin charge in e.
Cartesian coordinates (Å):
C -0.899 -0.532 2.645  0.004
C 0.505 -0.599 1.987  -0.589
C 1.347 -1.667 2.660  0.004
O 0.391 -0.990 0.591  -0.072
C 0.077 -0.006 -0.379  -0.193
C 0.992 1.195 -0.208  -0.304
C 0.770 2.420 -1.125  -0.267
C 1.023 2.050 -2.573  -0.568
Br -0.628 1.307 -3.336  0.660
C 0.857 1.687 1.213  -0.137
O 1.129 0.640 2.190  -0.064
H -1.435 -1.461 2.416  0.089
H -0.808 -0.475 3.749  0.096
H -1.454 0.329 2.244  0.079
H 1.600 -1.365 3.676  0.091
H 0.819 -2.586 2.729  0.073
H 2.295 -1.865 2.114  0.103
H 0.189 -0.432 -1.389  0.091
H -0.972 0.269 -0.225  0.128
H 2.012 0.859 -0.346  0.150
H 1.472 3.248 -0.858  0.129
H -0.229 2.852 -1.005  0.106
H 1.381 2.916 -3.089  0.052
H 1.863 1.362 -2.652  0.073
H 1.603 2.476 1.363  0.132
H -0.142 2.127 1.367  0.132